A structure of composition C16H13Cl5N4RhS. Source: the Open Molecules 2025 dataset; level of theory: ωB97M-V/def2-TZVPD.

```
40
Properties=species:S:1:pos:R:3:forces:R:3
Rh -0.3666 0.0160 0.1284 -0.161 -0.290 -0.011
C 1.4533 1.6039 -4.9401 0.002 0.003 0.001
C 1.7694 0.1757 -4.5231 -0.008 -0.018 -0.010
N 2.3399 0.0929 -3.1837 0.045 -0.044 0.062
C 1.6529 0.0591 -2.0419 -0.137 0.160 -0.065
S -0.0920 -0.0904 -2.1249 -0.059 -0.012 -0.130
N 2.3433 0.1592 -0.9240 0.194 -0.015 -0.013
N 1.5960 0.1038 0.1926 0.145 -0.187 0.163
C 2.1463 0.1393 1.3629 0.092 0.000 -0.144
C 3.6208 0.2228 1.5599 -0.013 0.003 0.007
C 1.2171 0.1223 2.5015 -0.141 0.067 0.099
C 1.6422 0.2188 3.8171 -0.028 -0.007 -0.028
C 0.6988 0.2311 4.8340 0.029 0.001 -0.004
C -0.6437 0.1472 4.5150 -0.024 -0.002 0.022
C -1.0001 0.0557 3.1808 -0.047 -0.042 -0.047
N -0.1007 0.0368 2.2040 0.156 0.098 0.107
H 1.0404 1.6174 -5.9488 -0.001 -0.004 0.002
H 2.3533 2.2192 -4.9339 0.002 -0.002 0.000
H 0.7249 2.0512 -4.2638 0.000 -0.001 0.002
H 2.4906 -0.2787 -5.2014 0.001 0.008 -0.008
H 0.8756 -0.4473 -4.5535 0.002 0.000 0.005
H 3.3337 0.2302 -3.0757 0.001 0.001 -0.007
H 4.1323 0.0327 0.6229 -0.004 0.001 -0.005
H 3.9511 -0.4996 2.3063 0.001 -0.001 0.004
H 3.8951 1.2217 1.9078 -0.001 -0.004 0.010
H 2.6950 0.2954 4.0436 0.009 -0.004 -0.014
H 1.0144 0.3128 5.8652 0.001 -0.004 0.000
H -1.4092 0.1593 5.2769 0.000 0.003 -0.003
H -2.0377 -0.0013 2.8783 0.004 0.007 -0.002
Cl -1.2583 -2.5868 0.2919 0.069 -0.003 -0.018
C -2.6898 -1.6375 0.0678 -0.128 -0.138 -0.006
C -2.4740 -0.2401 0.0032 0.025 0.452 0.011
C -3.6135 0.2896 -0.1850 0.032 -0.446 0.037
Cl -0.3758 2.2480 0.1265 -0.040 0.249 0.004
C -4.9323 0.0342 -0.3613 -0.037 0.223 -0.026
Cl -6.1725 1.1586 -0.5949 -0.009 -0.006 -0.003
C -5.0775 -1.3644 -0.2921 0.071 -0.041 0.018
Cl -6.6386 -2.0215 -0.4559 -0.026 -0.005 -0.004
C -3.9536 -2.1980 -0.0790 -0.026 0.031 -0.008
Cl -4.1502 -3.8894 -0.0034 0.010 -0.031 0.002
```
Positions in Å, forces in eV/Å.

The spin multiplicity is 1. The HOMO energy comes out at -0.40597 Eh. The charge is +1. The HOMO-LUMO gap comes out at 5.36 eV. The total energy comes out at -3645.9366 Ha. The largest force on an atom is 0.45 eV/Å.

A cluster of 9 separate species, C10H28N8O20S in total at a distorted geometry. Source: the Open Molecules 2025 dataset; level of theory: ωB97M-V/def2-TZVPD.

```
67
Properties=species:S:1:pos:R:3:forces:R:3
C 4.9783 3.4107 -0.4308 1.342 0.499 -0.279
N 6.3491 2.7863 -0.6734 0.090 -1.313 1.951
O 7.1908 2.8369 0.2273 -0.931 0.742 -0.299
O 6.5332 2.1748 -1.6804 -0.193 -0.075 -1.432
H 5.2608 4.4342 -0.6772 -0.764 0.276 0.142
H 4.7355 3.3236 0.6283 0.102 -0.076 -0.252
H 4.2306 3.0136 -1.1174 0.372 -0.087 0.137
C -0.6732 -2.6758 -4.6917 -0.561 -0.049 0.866
N 0.0316 -2.1887 -3.4517 -0.308 2.790 -0.976
O -0.0993 -0.9627 -3.1576 0.184 -3.189 -0.544
O 0.7389 -2.9886 -2.9103 0.321 -0.041 0.944
H -1.7120 -2.7998 -4.3859 -0.109 0.388 -0.169
H -0.3256 -3.6885 -4.8959 0.395 0.443 -0.265
H -0.5570 -1.9113 -5.4600 -0.007 -0.348 0.061
C -0.1975 -5.1344 1.1942 1.370 0.075 -0.405
N 0.6507 -3.9677 0.7912 1.060 2.465 -1.642
O 0.2413 -2.8358 1.1222 0.906 -2.405 -0.415
O 1.6787 -4.1467 0.0733 -2.629 0.053 2.148
H -1.2261 -4.7872 1.2908 0.303 -0.215 0.055
H 0.2775 -5.4844 2.1107 -0.468 0.021 0.195
H 0.0236 -5.8770 0.4275 -0.539 -0.010 0.065
C -4.7783 -2.6973 -1.6025 0.835 0.047 0.458
N -3.4998 -1.9159 -1.3699 -1.567 2.508 0.082
O -2.4875 -2.5420 -1.4084 1.297 -0.421 -0.045
O -3.5924 -0.6946 -1.0889 0.077 -2.512 -0.628
H -5.5053 -2.1109 -2.1644 0.142 0.005 0.426
H -5.0203 -2.9296 -0.5654 -0.755 0.064 -0.187
H -4.4986 -3.6314 -2.0898 -0.014 0.279 -0.094
C 0.6811 1.9566 4.5496 1.756 -0.344 -0.383
N -0.5063 2.4874 3.8969 -1.787 -1.869 1.455
O -1.3443 1.5969 3.6049 0.894 2.251 -0.307
O -0.6270 3.6856 3.8433 -0.490 -0.299 -0.702
H 0.7407 2.0562 5.6334 -0.787 0.428 -0.096
H 1.4827 2.5609 4.1249 0.279 -0.414 0.071
H 0.7417 0.8935 4.3166 0.160 0.298 -0.171
C -2.0057 4.3374 0.4918 0.396 -0.668 0.837
N -3.4621 4.4287 0.8716 -0.743 0.627 -0.904
O -3.8731 5.3691 1.5402 0.594 -1.178 -0.494
O -4.1763 3.5643 0.3447 0.803 0.899 0.991
H -1.3212 4.9809 1.0446 -0.735 0.564 -0.018
H -1.9099 4.4531 -0.5878 -0.195 -0.122 0.213
H -1.7165 3.3432 0.8326 -0.111 -0.160 -0.502
C -3.8634 0.5076 2.1008 0.378 -0.078 -0.470
N -3.9926 -0.7800 2.9255 1.508 1.004 0.258
O -3.0304 -1.5644 2.9109 -1.712 0.809 -0.213
O -4.9722 -0.8535 3.6394 0.351 -0.506 -0.489
H -4.3970 0.4073 1.1556 -0.291 -0.238 0.279
H -2.8239 0.6961 1.8324 -0.062 -0.480 0.363
H -4.2209 1.3739 2.6574 -0.242 -0.497 0.177
C 4.0411 -2.3986 -1.7137 -1.030 -0.203 -1.019
N 4.5743 -1.1060 -2.1302 1.216 2.917 -0.675
O 5.7290 -1.1011 -2.5717 -1.480 0.005 0.582
O 3.8669 -0.0731 -2.0467 1.146 -2.421 0.018
H 4.5796 -3.1352 -2.3100 0.253 -0.096 0.746
H 3.0301 -2.3863 -2.1210 -0.223 -0.156 0.602
H 4.0530 -2.4852 -0.6272 0.102 -0.124 -0.275
C -0.5114 0.5814 -0.3749 0.367 -1.266 1.525
C 0.8657 -0.0920 -0.2818 0.421 -1.184 0.645
O 1.8336 0.9349 -0.3309 0.744 2.911 0.484
S 1.1443 2.4186 -0.0619 1.945 -1.514 -3.564
O 1.7444 3.4297 -0.9595 -1.625 -2.333 2.496
O 1.0824 2.6373 1.3533 -0.649 0.132 -0.703
O -0.1873 1.8579 -0.7944 -0.308 3.500 -0.462
H -0.9248 0.7084 0.6256 -0.272 -0.523 0.152
H -1.2318 0.0653 -1.0095 0.256 0.478 -0.223
H 1.1205 -0.7763 -1.0910 -0.305 0.163 0.006
H 1.0391 -0.5902 0.6720 -0.474 -0.223 -0.128
```
Positions in Å, forces in eV/Å.

The spin multiplicity is 1. The energy relative to the best compared isomer or geometry (same formula, charge and spin) is 1.035 eV. The HOMO energy comes out at -0.37874 Eh. The charge is 0. The HOMO-LUMO gap comes out at 9.70 eV. As for the structure (SMILES): C[N+](=O)[O-].C[N+](=O)[O-].C[N+](=O)[O-].C[N+](=O)[O-].C[N+](=O)[O-].C[N+](=O)[O-].C[N+](=O)[O-].C[N+](=O)[O-].O=S1(=O)OCCO1. The total energy comes out at -2738.0088 Ha. The largest force on an atom is 4.33 eV/Å.

A cluster of 2 separate species, C3H12N3O in total at a distorted geometry. Source: the Open Molecules 2025 dataset; level of theory: ωB97M-V/def2-TZVPD.

```
19
Properties=species:S:1:pos:R:3:forces:R:3
C -1.6692 -2.7400 -0.8986 -1.470 -3.882 -0.686
O -2.2056 -1.6903 -1.6067 -1.497 2.011 0.240
H -2.9879 -1.3986 -1.0762 0.944 -0.144 -1.158
H -0.6742 -2.5904 -0.5567 1.018 0.344 0.389
H -1.6355 -3.6983 -1.6133 -0.046 1.860 1.684
H -2.3574 -2.9517 -0.0441 0.929 -0.364 -0.419
C 0.0201 0.3650 -1.1349 -0.265 -0.177 -2.565
C 1.1864 1.1998 0.8981 -1.623 0.407 1.324
N 1.5008 -0.0705 1.3197 -2.762 0.444 -0.515
N 0.4016 1.3599 -0.1721 -0.266 3.651 -0.109
N 1.2863 2.2295 1.8099 1.092 -0.076 -1.059
H 0.7559 -0.7439 1.1873 0.104 0.109 -0.386
H 2.3370 -0.5474 1.4826 1.887 0.354 0.469
H 0.1376 2.4157 -0.5345 0.832 -3.527 1.854
H 1.4861 3.2044 1.5606 -0.382 -0.759 -0.092
H 1.4228 2.0038 2.7886 0.348 -0.239 -0.422
H -1.0632 0.5052 -1.5159 2.091 0.756 0.080
H -0.1925 -0.6381 -0.8119 0.892 -0.336 0.926
H 0.8713 0.3815 -1.9030 -1.828 -0.432 0.443
```
Positions in Å, forces in eV/Å.

The spin multiplicity is 1. The energy relative to the best compared isomer or geometry (same formula, charge and spin) is 3.248 eV. The HOMO energy comes out at -0.49594 Eh. The charge is +1. The HOMO-LUMO gap comes out at 9.75 eV. The total energy comes out at -360.7154 Ha. The largest force on an atom is 4.21 eV/Å.